{
  "formula": "C62H59FN3O31PS",
  "method": "the ωB97M-V functional and the def2-TZVPD basis",
  "fmax_ev_per_a": 7.1,
  "homo_lumo_gap_ev": 6.6,
  "molar_mass_g_mol": 1424.183,
  "smiles": "CCCCCCCCCCc1cc2nc(P(N)O)cnc2c(CC)c1S(=O)(=O)F.O=C1C=C(O)C(=O)C=C1O.O=C1C=C(O)C(=O)C=C1O.O=C1C=C(O)C(=O)C=C1O.O=C1C=C(O)C(=O)C=C1O.O=C1C=C(O)C(=O)C=C1O.O=C1C=C(O)C(=O)C=C1O.O=C1C=C(O)C(=O)C=C1O",
  "lumo_ev": -1.81,
  "elements": ["C", "C", "C", "C", "C", "C", "C", "C", "C", "C", "C", "C", "C", "N", "C", "P", "N", "O", "C", "N", "C", "C", "C", "C", "C", "S", "O", "O", "F", "H", "H", "H", "H", "H", "H", "H", "H", "H", "H", "H", "H", "H", "H", "H", "H", "H", "H", "H", "H", "H", "H", "H", "H", "H", "H", "H", "H", "H", "H", "H", "O", "C", "C", "C", "O", "C", "O", "C", "C", "O", "H", "H", "H", "H", "O", "C", "C", "C", "O", "C", "O", "C", "C", "O", "H", "H", "H", "H", "O", "C", "C", "C", "O", "C", "O", "C", "C", "O", "H", "H", "H", "H", "O", "C", "C", "C", "O", "C", "O", "C", "C", "O", "H", "H", "H", "H", "O", "C", "C", "C", "O", "C", "O", "C", "C", "O", "H", "H", "H", "H", "O", "C", "C", "C", "O", "C", "O", "C", "C", "O", "H", "H", "H", "H", "O", "C", "C", "C", "O", "C", "O", "C", "C", "O", "H", "H", "H", "H"],
  "xyz": [[2.237397, -0.542791, -0.226031], [3.097948, -0.432264, -1.597249], [2.417390, -1.398722, -2.737682], [3.374727, -2.717100, -2.918403], [2.911769, -3.833316, -1.833873], [1.616690, -4.639572, -2.453400], [0.732842, -5.135642, -1.180456], [-0.682036, -4.305434, -1.023003], [-1.925758, -5.281158, -1.362789], [-3.275983, -4.975049, -0.534331], [-4.042633, -3.624694, -0.960484], [-4.083811, -3.267921, -2.487701], [-4.808525, -1.962117, -3.099047], [-4.700493, -1.789644, -4.540746], [-5.369188, -0.550245, -4.877860], [-5.336958, -0.061746, -6.745295], [-5.825924, -1.581315, -7.559443], [-6.545930, 1.152960, -6.923911], [-6.129970, 0.434475, -3.909955], [-6.228405, 0.181793, -2.491837], [-5.538903, -1.027256, -2.069807], [-5.547844, -1.365560, -0.496734], [-6.369145, -0.338609, 0.467278], [-5.309240, 0.769318, 0.999647], [-4.786574, -2.645181, 0.089934], [-4.709245, -3.068648, 1.892583], [-3.220610, -3.164544, 2.248883], [-5.363724, -4.426049, 2.074747], [-5.350738, -1.884944, 2.910314], [1.108125, -0.754938, -0.400880], [2.707849, -1.347020, 0.476146], [2.272244, 0.474249, 0.341144], [4.219250, -0.706945, -1.450214], [3.100903, 0.677638, -1.955303], [2.405452, -0.815140, -3.729660], [1.356963, -1.682040, -2.379135], [4.493557, -2.456705, -2.727983], [3.217926, -3.201806, -3.967445], [2.545725, -3.373995, -0.839062], [3.749210, -4.617032, -1.608707], [1.023359, -3.964687, -3.176165], [2.006756, -5.531244, -3.100909], [0.543408, -6.276403, -1.355591], [1.368471, -5.088480, -0.200716], [-0.677543, -3.895500, 0.056512], [-0.610383, -3.453822, -1.807954], [-2.082932, -5.353215, -2.517128], [-1.589283, -6.355973, -1.047865], [-3.037630, -5.066790, 0.585746], [-4.016001, -5.855952, -0.776246], [-3.555811, -3.987604, -3.221695], [-5.991400, -1.353734, -8.554201], [-5.018892, -2.213404, -7.427520], [-6.194147, 2.022166, -6.615468], [-6.609326, 1.382535, -4.349201], [-7.187569, 0.252017, -0.117281], [-6.945650, -0.889897, 1.313268], [-4.893590, 0.581160, 2.053510], [-5.801698, 1.818344, 0.878337], [-4.426713, 0.765739, 0.235619], [-6.529250, 3.688255, 1.213893], [-6.632865, 4.903927, 1.256297], [-5.575043, 5.799706, 0.775217], [-5.717046, 7.124576, 0.853131], [-4.739457, 7.968724, 0.405748], [-6.945000, 7.740343, 1.430527], [-7.034579, 8.955328, 1.503560], [-8.013325, 6.845013, 1.889652], [-7.872612, 5.520189, 1.808506], [-8.861552, 4.675682, 2.230510], [-4.688551, 5.339953, 0.360620], [-5.078801, 8.871433, 0.573132], [-8.906993, 7.305193, 2.290361], [-8.519457, 3.773166, 2.068773], [7.931663, 3.951042, 2.826492], [7.291243, 3.425550, 1.929926], [6.509897, 4.203740, 0.962000], [5.808712, 3.592744, 0.004816], [5.079271, 4.308414, -0.904129], [5.789502, 2.107949, -0.115254], [5.122312, 1.580878, -0.991813], [6.589422, 1.329947, 0.837143], [7.294089, 1.941346, 1.793201], [8.046553, 1.227390, 2.685327], [6.530574, 5.280959, 1.061246], [4.664674, 3.640745, -1.487409], [6.580677, 0.252972, 0.727726], [8.455224, 1.894908, 3.272025], [8.093050, 3.698449, -1.894808], [8.921185, 4.447543, -2.388085], [10.287453, 4.561755, -1.864639], [11.160920, 5.404420, -2.420122], [12.436870, 5.517547, -1.943067], [10.783995, 6.257564, -3.582284], [11.601699, 7.030811, -4.054577], [9.425149, 6.125940, -4.120898], [8.552794, 5.280811, -3.567587], [7.284954, 5.147344, -4.061552], [10.547369, 3.938380, -1.019308], [12.867783, 6.189074, -2.509962], [9.169958, 6.738149, -4.975903], [6.852366, 4.480530, -3.490654], [13.501615, -1.800245, 4.046662], [12.681739, -1.619002, 3.160453], [11.633433, -0.596728, 3.256749], [10.743405, -0.438861, 2.273486], [9.759768, 0.514796, 2.350262], [10.778886, -1.290955, 1.051755], [9.938546, -1.132450, 0.179837], [11.841803, -2.297179, 0.944372], [12.733338, -2.452490, 1.925573], [13.729631, -3.384512, 1.836364], [11.617956, 0.013430, 4.150233], [9.251158, 0.425866, 1.522351], [11.866751, -2.897097, 0.044054], [14.238430, -3.301448, 2.668257], [-9.750595, -9.112353, -3.199767], [-8.694684, -8.513526, -3.074790], [-8.309451, -7.407028, -3.958913], [-7.138298, -6.786421, -3.801911], [-6.769922, -5.752682, -4.617567], [-6.182665, -7.192419, -2.733114], [-5.111355, -6.615281, -2.629023], [-6.577704, -8.282498, -1.833869], [-7.750383, -8.900975, -1.988500], [-8.130885, -9.916035, -1.155888], [-9.011390, -7.123875, -4.731999], [-5.885528, -5.475352, -4.303042], [-5.882176, -8.555363, -1.050986], [-9.012668, -10.196792, -1.474362], [-2.541237, 1.889867, 8.560646], [-3.259228, 1.202944, 7.851936], [-2.944448, 0.931237, 6.443730], [-3.762441, 0.188441, 5.693603], [-3.479872, -0.077073, 4.374487], [-5.018779, -0.385496, 6.254791], [-5.754530, -1.044409, 5.539145], [-5.320470, -0.133323, 7.669070], [-4.501004, 0.605961, 8.418509], [-4.770118, 0.845685, 9.737813], [-2.031752, 1.355637, 6.051346], [-4.223250, -0.631023, 4.057361], [-6.226495, -0.570785, 8.067475], [-4.031945, 1.403542, 10.056408], [-3.426593, 2.610944, 1.984945], [-2.365921, 3.205182, 2.102071], [-1.982658, 4.305564, 1.208488], [-0.808128, 4.922559, 1.351673], [-0.442808, 5.949579, 0.526556], [0.155131, 4.519958, 2.414031], [1.228872, 5.093920, 2.504897], [-0.235792, 3.437261, 3.323303], [-1.412435, 2.820884, 3.184071], [-1.784977, 1.813790, 4.030804], [-2.689023, 4.586747, 0.439447], [0.445472, 6.224862, 0.831907], [0.465875, 3.167553, 4.101739], [-2.672783, 1.528537, 3.727990]],
  "forces_ev_per_a": [[0.6029, 0.5808, 0.5295], [-0.8718, 0.0686, -0.2973], [1.7810, 0.1782, 0.2583], [-0.7413, -0.4535, 0.7339], [-0.6082, -0.4144, -1.0279], [0.9579, -0.0895, 0.8907], [-0.0763, -0.8351, -0.7212], [1.1388, -0.6843, -0.4529], [0.4516, -0.4545, 0.3723], [-0.6407, -0.6229, -0.6951], [-0.6605, 1.8850, -2.0642], [-1.2067, 1.3801, 2.9696], [0.9299, -1.6434, 1.9385], [-3.2145, 4.6606, 3.5384], [-0.9863, -1.1631, 1.3390], [1.1753, 0.5640, 0.4142], [-0.5172, 1.6421, 0.6878], [0.4289, -1.3156, 0.7040], [1.5269, -2.8362, 2.1533], [2.2319, -2.1637, -3.9939], [0.4144, -0.5265, -0.2676], [0.7327, -2.2396, 0.0313], [0.1845, 0.0088, -0.3562], [-0.1019, 0.3029, -1.2146], [-1.4410, 3.0501, -4.8554], [4.2059, -5.1801, 1.0296], [-4.9526, 1.4834, -1.0225], [0.7370, 4.9580, -0.3816], [0.5489, -1.7514, -2.0879], [2.0468, 0.1716, 0.1578], [-1.0862, 1.3642, -1.2278], [0.0531, -1.7787, -0.8505], [-2.1573, 0.4187, -0.1076], [-0.1474, -2.0915, 0.5992], [-0.2738, -0.9727, 1.4746], [1.6779, 0.3528, -0.8913], [-2.0154, -0.2586, -0.6520], [0.5297, 0.9524, 1.7717], [0.8732, -0.4873, -1.6273], [-1.4773, 1.5049, -0.3530], [0.7940, -0.9264, 1.3002], [-0.7299, 1.5314, 1.2667], [-0.0061, 2.0287, 0.4736], [-1.1550, 0.0909, -1.8448], [-0.5240, -0.5256, -1.8203], [-0.3763, -1.1671, 1.6115], [0.1491, 0.2707, 2.1123], [-0.7756, 1.9005, -0.4740], [-0.4526, 0.6238, -1.7057], [1.3222, 1.7791, 0.4646], [-1.0178, 1.4442, 1.4236], [0.4410, -0.4108, 0.6962], [-0.5844, 0.4725, -0.3015], [-0.0367, -1.1110, -0.5557], [0.7476, -1.7973, 0.9868], [1.6740, -1.4364, 0.6519], [1.3204, 0.7796, -1.4804], [-0.8055, 0.3026, -1.7303], [1.1284, -2.1632, 0.6777], [-1.3983, 0.0419, 1.5536], [-0.5252, 0.6624, 0.1412], [0.6999, -0.2959, -0.3130], [-0.1697, -0.3702, 0.0756], [1.3769, 0.4337, -0.6379], [-1.3818, -0.3613, 0.6429], [-0.7394, 0.3817, 0.3390], [0.3508, -0.3982, -0.1860], [0.1469, 0.3344, -0.0591], [-1.3414, -0.4142, 0.6005], [1.3932, 0.3365, -0.6052], [-0.0923, 0.0264, 0.0218], [0.1136, -0.1709, -0.0414], [0.0445, -0.0224, -0.0121], [-0.1116, 0.1709, 0.0669], [-0.0610, -0.5065, -0.1811], [-0.0239, 0.9196, -0.0469], [0.1557, -0.0571, 0.3327], [-0.5191, 1.2086, -0.5404], [0.5172, -1.2487, 0.5453], [0.1093, -0.7778, -0.1677], [0.3180, 0.6714, 0.2531], [-0.1962, -0.0003, -0.3968], [0.2750, -1.0826, 1.0639], [-5.9592, 3.7746, 0.1687], [-0.0006, -0.0404, -0.0039], [0.0573, 0.1337, 0.1598], [-0.0572, 0.0200, 0.0215], [-0.0986, -0.1853, -0.0952], [0.0397, 0.2432, -0.3811], [0.3012, -0.4228, 0.6229], [-0.4049, -0.1621, 0.0131], [1.2401, -0.2899, 0.9237], [-1.1975, 0.3426, -0.9583], [-0.2042, 0.5066, -0.7028], [-0.0508, -0.3889, 0.3997], [0.3393, 0.1454, 0.0078], [-1.2034, 0.2552, -0.9135], [1.1555, -0.3269, 0.9710], [-0.0040, 0.0291, -0.0257], [-0.0567, -0.1393, 0.1472], [0.0081, -0.0243, 0.0454], [0.0444, 0.1769, -0.1214], [-0.0890, -0.1964, -0.4957], [-0.0881, 0.5057, 0.7563], [0.3207, -0.2925, 0.1142], [-0.5068, 1.2811, 0.4808], [5.8370, -3.5670, -1.6428], [0.0376, -0.5058, -0.6605], [0.1265, 0.2138, 0.4690], [-0.3067, 0.1729, -0.1615], [0.8208, -1.1066, -0.6259], [-0.7867, 1.1223, 0.6881], [0.0207, -0.0162, -0.0338], [0.3791, -0.1507, 0.1994], [-0.0032, 0.0159, 0.0473], [-0.0919, -0.0475, -0.1804], [0.4352, 0.0027, 0.3198], [-0.5489, 0.2487, -0.6218], [-0.2325, -0.2846, 0.1202], [-0.1159, 1.0522, -1.1424], [0.2174, -1.0287, 1.1619], [0.4305, -0.2765, 0.6294], [-0.4023, -0.0287, -0.3785], [0.2848, 0.2992, -0.1279], [0.0963, -1.0153, 1.1779], [-0.1672, 0.9853, -1.2074], [0.0335, -0.0109, 0.0279], [-0.2067, 0.0254, -0.0891], [-0.0354, 0.0064, -0.0290], [0.1849, 0.0282, 0.0948], [-0.4350, -0.2807, 0.0082], [0.5996, 0.2636, -0.2771], [0.0632, 0.0709, 0.4237], [0.7822, 0.0701, -0.9967], [-1.1506, -0.2014, 1.3887], [-0.6789, -0.3625, 0.2228], [0.4285, 0.3215, 0.0571], [-0.0569, -0.1286, -0.3053], [-0.7509, -0.0621, 1.3192], [0.8137, 0.1348, -1.2483], [-0.0965, -0.0744, 0.1498], [0.2039, 0.0173, -0.0528], [0.0393, 0.0195, -0.0265], [-0.1780, -0.1180, -0.0389], [0.6646, 0.2764, 0.3998], [-0.5806, 0.1419, -0.5601], [-0.2147, -0.2941, 0.1544], [-0.1479, 1.0537, -1.1821], [0.2066, -0.9922, 1.1520], [0.5750, -0.2845, 0.6933], [-0.4375, 0.0405, -0.3212], [0.2454, 0.3275, -0.1898], [0.1755, -1.0292, 1.2608], [0.1576, 1.6643, -1.8236], [0.1075, -0.0426, 0.0020], [-0.1802, -0.0391, -0.0907], [-0.0259, 0.0040, -0.0413], [0.1721, -0.3087, 0.1059]]
}